C47H95O28P3 | ωB97M-V/def2-TZVPD

```
173
Properties=species:S:1:pos:R:3:forces:R:3
C -10.59498 -25.08928 -17.65390 0.17 -0.45 0.45
C -10.86872 -25.66384 -18.87515 0.13 1.13 -0.80
C -10.18181 -25.16858 -20.00717 1.84 -0.50 0.71
C -9.07738 -24.31310 -19.81814 -0.45 0.36 2.12
C -8.75725 -23.83087 -18.49587 -0.25 -0.56 -1.88
C -9.52566 -24.22532 -17.42853 -1.16 -0.43 -1.76
O -9.35411 -23.66757 -16.23269 0.73 0.79 1.66
O -10.39943 -25.73987 -21.21300 -1.28 -0.48 0.02
H -11.18708 -25.34906 -16.78884 -0.22 -0.23 0.13
H -11.65085 -26.40271 -18.96864 -0.06 -0.01 -0.16
H -8.44010 -24.04007 -20.64623 -0.11 0.03 -0.13
H -7.93197 -23.15727 -18.31815 0.14 0.03 -0.19
H -9.79339 -24.18522 -15.55396 -0.06 -0.04 0.01
H -9.70653 -25.55601 -21.85150 0.54 0.42 -0.25
C -2.18472 -19.70366 -20.01797 0.64 -0.10 -1.21
C -3.24836 -20.41172 -19.47105 -1.23 -0.40 0.56
C -3.47925 -21.75635 -19.79631 0.44 0.57 0.05
C -2.65359 -22.43239 -20.69842 -0.84 0.86 0.72
C -1.60602 -21.64075 -21.34063 -0.91 -2.44 -0.66
C -1.45588 -20.35064 -21.02630 0.82 2.11 2.38
O -0.33232 -19.71902 -21.46980 1.58 0.02 -1.96
O -4.50244 -22.45489 -19.14738 0.42 0.03 -0.39
H -1.87235 -18.73643 -19.65288 -0.08 0.15 -0.03
H -3.81016 -19.85764 -18.73364 -0.53 -0.41 0.38
H -2.82323 -23.49895 -20.68916 0.46 -0.22 -0.64
H -0.89745 -22.09427 -22.01787 0.10 -0.09 -0.07
H -0.02717 -18.91787 -21.03777 -0.90 -0.18 0.46
H -4.89536 -21.81015 -18.55449 -0.20 0.02 0.14
C -11.69380 -20.57166 -20.12710 1.79 0.25 -1.96
C -10.33307 -20.15200 -20.09819 -1.74 -0.08 -0.18
C -9.50474 -20.43665 -21.16859 0.31 -0.40 -1.32
C -9.93555 -21.25107 -22.23753 -0.70 -0.70 1.09
C -11.23966 -21.81356 -22.21382 1.41 1.44 0.27
C -12.10449 -21.35287 -21.24722 -0.33 0.23 2.51
O -13.38814 -21.87920 -21.16411 0.32 -0.02 -0.33
O -8.22231 -19.92467 -21.29585 -0.72 -0.45 0.14
H -12.39361 -20.17648 -19.40564 -0.09 -0.46 0.12
H -9.97587 -19.54680 -19.27811 0.05 0.08 0.08
H -9.18372 -21.58204 -22.93868 -0.08 0.14 -0.29
H -11.60941 -22.57061 -22.88950 0.27 0.05 -0.37
H -13.21513 -22.79619 -21.38950 -0.70 -0.37 -0.03
H -7.94264 -19.59901 -20.43717 0.30 0.14 0.21
C -5.70205 -26.02412 -20.91843 -0.01 4.35 0.30
O -5.34390 -27.32969 -20.95854 -1.13 -4.39 0.45
P -6.31504 -28.60542 -20.60354 -1.16 1.58 -0.63
O -5.82495 -29.53712 -19.57779 0.33 -0.05 -1.24
O -6.78789 -29.18382 -22.09440 1.56 1.19 2.00
C -6.67145 -30.56221 -22.48519 -1.41 0.66 0.63
O -7.71420 -27.91612 -20.09505 0.77 0.09 -1.33
C -8.83308 -28.77917 -20.14189 -0.94 -1.77 0.69
H -5.01821 -25.43040 -20.31184 0.30 -0.46 0.63
H -6.68386 -25.73227 -20.54562 -0.27 -0.79 -0.08
H -5.53595 -25.47589 -21.84577 -0.26 -0.70 -0.59
H -7.69483 -30.71364 -22.82850 0.20 -0.68 -0.60
H -6.56939 -31.16708 -21.58419 0.66 -0.25 -0.26
H -5.93175 -30.67194 -23.27822 0.03 -0.22 0.32
H -9.84187 -28.40207 -20.30997 0.52 1.41 -0.15
H -8.93099 -29.30862 -19.19415 0.28 0.00 0.24
H -8.77221 -29.56763 -20.89204 0.48 0.08 -0.22
C -9.14464 -28.52482 -25.45740 0.67 -0.35 0.07
O -8.77833 -29.96123 -25.39443 -2.07 -0.82 0.17
P -9.93685 -31.10519 -25.55939 0.61 -0.04 -2.41
O -11.22725 -30.93458 -24.88152 0.81 -0.23 0.55
O -10.20997 -30.99582 -27.21467 1.67 0.40 2.34
C -10.78477 -31.96281 -28.02136 -1.00 -1.12 -1.03
O -9.11537 -32.52734 -25.34133 -1.02 4.06 -2.10
C -9.14158 -33.29087 -24.19156 -0.27 -1.64 0.46
H -10.14102 -28.22551 -25.13224 -0.21 -0.80 0.02
H -8.99657 -28.20393 -26.48853 0.12 0.03 0.16
H -8.44829 -28.04391 -24.77044 -0.01 -0.01 -0.28
H -11.63436 -32.47373 -27.56831 0.06 -0.06 0.35
H -10.10526 -32.70790 -28.43512 0.50 -0.12 0.61
H -11.18742 -31.53227 -28.93821 -0.03 0.71 0.19
H -9.36033 -32.78155 -23.25303 0.24 0.24 -0.15
H -8.17629 -33.79630 -24.22094 0.00 0.01 0.71
H -9.90597 -34.04879 -24.36293 -0.10 -0.19 0.44
C -9.35733 -23.68649 -25.73196 0.28 -0.64 -0.27
O -7.99177 -23.54310 -25.26137 0.15 -0.90 1.64
P -7.45520 -24.51703 -24.04410 0.02 0.10 -1.06
O -8.47065 -25.00861 -23.07154 0.67 0.58 -0.97
O -6.75968 -25.68569 -24.92137 -1.18 1.93 -0.23
C -6.21615 -26.80257 -24.25722 0.44 0.16 1.27
O -6.22585 -23.73722 -23.36924 -0.82 -1.19 -1.97
C -6.43787 -22.58376 -22.58005 0.29 0.70 1.20
H -9.39978 -23.39147 -26.78042 0.32 0.47 0.16
H -10.05331 -23.09722 -25.13491 0.14 -0.05 0.05
H -9.65612 -24.73370 -25.77859 -0.03 0.00 0.47
H -6.27499 -27.70208 -24.87001 0.03 0.25 -0.08
H -6.77404 -26.91447 -23.32752 0.11 -0.59 0.02
H -5.19398 -26.51961 -24.00583 0.23 -0.61 0.00
H -5.62965 -22.57381 -21.84877 -0.29 -0.33 0.53
H -7.43651 -22.64782 -22.14795 0.21 0.33 0.33
H -6.26409 -21.62231 -23.06328 -0.48 -0.27 -0.87
C -4.01336 -19.42057 -23.33359 -0.09 0.67 0.59
O -4.83801 -18.42875 -23.97351 -1.21 0.21 0.54
C -6.09470 -18.21858 -23.25090 0.00 -0.94 -0.58
C -7.07766 -17.23939 -23.88809 1.12 0.28 -0.55
O -7.42095 -17.47835 -25.23318 -0.41 -0.18 -1.60
C -8.01302 -18.69377 -25.71197 1.53 -0.62 1.57
H -3.21341 -19.76528 -23.98885 -0.40 0.07 -0.34
H -4.59666 -20.25254 -22.93900 -0.08 -0.21 -0.28
H -3.49889 -19.00643 -22.46645 -0.05 0.21 0.20
H -5.95091 -17.91095 -22.21515 0.38 0.14 0.13
H -6.63699 -19.16248 -23.19541 0.21 -0.44 0.10
H -6.58983 -16.26518 -23.92055 0.07 0.15 -0.18
H -7.96923 -17.06302 -23.28635 -0.12 -0.61 0.42
H -7.90563 -18.82224 -26.78904 -0.75 1.08 -0.12
H -8.97394 -18.91753 -25.24866 -0.44 0.37 -0.48
H -7.39896 -19.55327 -25.44310 0.36 -0.21 0.67
C -2.13977 -19.81843 -28.84603 -0.45 1.28 -0.60
O -2.08094 -21.16782 -28.50033 0.88 0.17 0.00
C -1.80550 -21.33684 -27.11808 -1.69 -0.70 0.35
C -3.13906 -21.45908 -26.35719 -0.78 0.93 0.46
O -3.99747 -22.36278 -26.99177 -0.58 -2.27 -0.43
C -5.16477 -22.87195 -26.28297 0.91 1.05 0.00
H -1.28374 -19.19154 -28.59639 0.66 -0.45 0.40
H -2.97302 -19.26294 -28.41566 -0.43 -0.29 0.36
H -2.24963 -19.65941 -29.91876 -0.06 -0.68 -0.16
H -1.20950 -20.51011 -26.73155 0.07 -0.04 0.16
H -1.32313 -22.29481 -26.92390 0.46 0.04 -0.57
H -3.68620 -20.51655 -26.33770 0.19 0.60 0.06
H -2.97368 -21.70320 -25.30783 0.28 -0.30 0.22
H -5.77808 -22.00210 -26.04779 -0.36 -0.10 0.17
H -4.97223 -23.43233 -25.36809 0.71 0.37 0.22
H -5.73938 -23.60156 -26.85358 0.33 0.43 -0.76
C -11.41382 -27.76661 -28.65114 -0.11 -1.24 -0.11
O -11.02202 -26.87135 -29.65735 -1.02 0.31 -0.67
C -10.54638 -25.62401 -29.27849 0.59 0.68 0.63
C -11.50907 -24.71373 -28.52402 0.57 -1.73 1.01
O -11.63654 -25.29323 -27.18883 -0.08 0.13 -1.33
C -12.78477 -24.88282 -26.50213 0.08 0.60 0.45
H -11.72378 -28.64312 -29.22014 0.11 -0.21 0.16
H -12.25315 -27.53150 -27.99666 -0.07 0.72 -0.26
H -10.59722 -28.06066 -27.99174 0.29 0.11 -0.04
H -10.24428 -25.04668 -30.15230 0.00 -0.41 -0.39
H -9.64357 -25.82095 -28.70035 0.26 0.48 0.44
H -12.44926 -24.73726 -29.07503 -0.32 0.23 0.24
H -11.08738 -23.71039 -28.46416 -0.16 0.21 0.00
H -12.61752 -23.85820 -26.17003 -0.35 0.31 0.17
H -12.93253 -25.49779 -25.61439 0.18 -0.14 -0.09
H -13.69736 -24.91595 -27.09725 -0.04 -0.09 -0.24
C -1.42732 -26.64894 -26.52467 0.84 -0.30 0.44
O -2.12717 -26.24663 -25.40291 -1.66 -0.69 0.72
C -1.68766 -25.13799 -24.64904 -0.93 -0.86 -0.15
C -2.70085 -24.85269 -23.51154 1.53 0.07 0.19
O -2.63953 -25.71475 -22.34326 -1.24 0.23 -1.34
C -1.39716 -25.90592 -21.75474 1.11 -0.34 -0.33
H -0.49294 -27.12811 -26.23236 0.61 0.15 0.07
H -1.20168 -25.80689 -27.17899 -0.17 -0.08 -0.44
H -1.96677 -27.48020 -26.97864 -0.38 0.48 -0.39
H -1.70335 -24.29321 -25.33766 0.36 0.51 0.21
H -0.69137 -25.38432 -24.28187 0.24 0.54 0.21
H -3.71673 -24.79817 -23.90283 -0.03 -0.64 0.14
H -2.49037 -23.81887 -23.23764 0.16 0.21 0.57
H -0.73713 -26.58888 -22.28956 0.01 -0.18 -0.86
H -1.48174 -26.46828 -20.82485 -0.53 0.74 0.39
H -0.82584 -24.97982 -21.69129 -0.11 0.24 0.60
C -3.52824 -29.44073 -22.39558 1.55 -0.25 -1.70
O -2.88712 -30.25523 -23.44452 -0.15 -0.12 0.02
C -2.62607 -29.59426 -24.70777 -0.45 -0.43 1.28
C -2.20179 -30.52079 -25.84517 1.26 -0.92 1.36
O -0.93535 -31.19133 -25.58520 -0.53 0.56 -0.77
C -0.94105 -32.49891 -24.99635 -0.74 1.51 -0.43
H -3.72723 -30.13906 -21.58267 -0.59 0.19 -0.22
H -4.33375 -28.87116 -22.85910 -0.52 -0.37 0.38
H -2.85802 -28.67285 -22.00921 0.35 0.01 -0.05
H -1.85824 -28.84563 -24.51260 -0.05 0.27 -0.35
H -3.57135 -29.14736 -25.01572 -0.03 0.57 -0.22
H -2.01838 -29.88089 -26.70830 -0.12 -0.10 -0.11
H -2.94237 -31.28686 -26.07491 -0.30 0.10 -0.04
H -1.51313 -33.23212 -25.56488 0.00 -0.05 -0.47
H -1.47039 -32.38769 -24.05002 0.70 -0.47 0.54
H 0.12211 -32.73668 -25.03195 -0.25 -0.42 0.74
```
Forces are in eV/Å.

## Properties
⟨S²⟩   0.759
Orbital gap (spin up / spin down)   1.93 / 6.06 eV
2S+1   2
Charge   -1
LUMO (spin up / spin down)   1.76 / 1.76 eV